# 1
This record from the Open Molecules 2025 dataset describes C40H43BF6N10O3Tb as an isolated structure. The level of theory is the ωB97M-V functional and the def2-TZVPD basis.

Values from the calculation:
Energy   -102638.814 eV
Charge   -1
HOMO level (spin up / spin down)   -0.199 / -0.200 Eh
HOMO-LUMO gap (spin up / spin down)   7.74 / 7.75 eV
2S+1   7
LUMO energy (spin up / spin down)   2.32 / 2.32 eV

Element x y z (Å)
Tb (-0.092, -0.699, 0.121)
C (2.224, 2.786, 0.777)
N (0.777, 2.648, 0.820)
C (0.315, 2.683, 2.200)
C (-1.137, 2.301, 2.343)
C (-1.875, 2.825, 3.398)
C (-3.206, 2.471, 3.524)
C (-3.758, 1.614, 2.588)
C (-2.947, 1.120, 1.582)
N (-1.658, 1.455, 1.455)
C (0.102, 3.708, 0.069)
C (-0.026, 3.509, -1.419)
C (0.611, 4.334, -2.337)
C (0.312, 4.183, -3.686)
C (-0.607, 3.221, -4.065)
C (-1.164, 2.415, -3.078)
N (-0.874, 2.551, -1.789)
C (2.971, 2.043, -0.306)
C (4.116, 2.622, -0.845)
C (4.946, 1.858, -1.647)
C (4.605, 0.537, -1.881)
C (3.420, 0.059, -1.344)
N (2.601, 0.794, -0.581)
H (2.512, 3.846, 0.737)
H (2.631, 2.389, 1.710)
H (0.904, 1.968, 2.773)
H (0.463, 3.681, 2.641)
H (-1.409, 3.509, 4.097)
H (-3.804, 2.861, 4.339)
H (-4.793, 1.306, 2.649)
H (-3.317, 0.429, 0.835)
H (-0.920, 3.773, 0.438)
H (0.591, 4.675, 0.266)
H (1.312, 5.090, -2.001)
H (0.790, 4.813, -4.428)
H (-0.867, 3.070, -5.105)
H (-1.843, 1.600, -3.317)
H (4.354, 3.655, -0.618)
H (5.846, 2.285, -2.076)
H (5.220, -0.115, -2.488)
H (3.098, -0.956, -1.538)
B (0.936, -3.469, -2.728)
N (1.006, -1.999, -3.262)
C (1.444, -1.654, -4.482)
C (1.544, -0.274, -4.541)
C (1.150, 0.139, -3.266)
N (0.835, -0.902, -2.498)
N (-0.370, -3.696, -1.936)
C (-1.324, -4.596, -2.220)
C (-2.264, -4.582, -1.203)
C (-1.783, -3.614, -0.316)
N (-0.641, -3.098, -0.760)
H (0.912, -4.195, -3.702)
H (1.907, -3.686, -2.026)
H (1.634, -2.409, -5.229)
H (1.854, 0.334, -5.377)
H (1.099, 1.140, -2.873)
H (-1.267, -5.188, -3.119)
H (-3.154, -5.183, -1.119)
H (-2.215, -3.254, 0.604)
O (1.517, -0.088, 1.984)
N (2.635, -0.664, 2.033)
N (2.777, -1.596, 1.176)
O (1.859, -1.937, 0.304)
C (4.028, -2.308, 1.146)
C (4.189, -3.273, 0.165)
C (5.389, -3.968, 0.089)
C (6.414, -3.707, 0.987)
C (6.231, -2.743, 1.972)
C (5.040, -2.042, 2.062)
H (3.372, -3.471, -0.516)
H (5.515, -4.722, -0.677)
H (7.347, -4.254, 0.927)
H (7.023, -2.539, 2.681)
H (4.887, -1.294, 2.825)
C (-0.721, -0.873, 4.348)
C (-1.201, -1.887, 3.300)
O (-1.234, -1.397, 2.038)
C (-2.651, -2.313, 3.683)
F (-3.434, -1.225, 3.833)
F (-3.232, -3.077, 2.747)
F (-2.714, -2.991, 4.851)
C (-0.292, -3.153, 3.416)
F (-0.144, -3.593, 4.688)
F (-0.754, -4.189, 2.696)
F (0.944, -2.870, 2.973)
H (-1.411, -0.028, 4.353)
H (0.263, -0.520, 4.045)
H (-0.672, -1.311, 5.345)
C (-5.423, 0.514, -2.036)
C (-4.607, -0.778, -2.167)
C (-5.337, -1.923, -1.452)
C (-4.442, -1.134, -3.651)
C (-3.279, -0.596, -1.558)
C (-2.162, -0.484, -1.070)
H (-6.409, 0.395, -2.499)
H (-4.905, 1.345, -2.521)
H (-5.562, 0.773, -0.983)
H (-6.327, -2.083, -1.894)
H (-5.460, -1.694, -0.391)
H (-4.758, -2.845, -1.531)
H (-5.418, -1.332, -4.109)
H (-3.815, -2.021, -3.756)
H (-3.964, -0.314, -4.191)

Here are the Löwdin charges for atoms 1 to 2, given in e: 1.589 -0.138


# 2
This record from the Open Molecules 2025 dataset describes C40H43CdN6O3S2Sb as an isolated structure. The level of theory is the ωB97M-V functional and the def2-TZVPD basis.

Values from the calculation:
ΔE to the lowest compared entry with this formula, charge and spin   60.37 kJ/mol
Energy   -90034.007 eV
Charge   0
HOMO level   -0.269 Eh
HOMO-LUMO gap   7.74 eV
2S+1   1
LUMO energy   0.43 eV

Element x y z (Å)
Cd (-0.187, 0.382, -0.416)
C (3.084, 1.472, 0.463)
C (2.428, 1.556, -0.745)
C (1.148, 2.196, -0.537)
C (1.128, 2.567, 0.862)
C (2.280, 2.097, 1.454)
H (4.052, 1.026, 0.652)
H (2.818, 1.285, -1.717)
H (0.689, 2.817, -1.300)
H (0.354, 3.160, 1.326)
H (2.544, 2.184, 2.498)
O (-5.292, 2.772, 0.512)
C (-5.268, 2.542, -0.806)
C (-6.327, 3.040, -1.568)
C (-6.361, 2.858, -2.935)
C (-5.334, 2.173, -3.577)
C (-4.290, 1.665, -2.831)
C (-4.235, 1.829, -1.445)
C (-3.058, 1.272, -0.730)
O (-2.239, 0.543, -1.396)
N (-2.969, 1.539, 0.558)
N (-1.799, 1.141, 1.176)
C (-1.793, 1.321, 2.440)
S (-3.263, 1.798, 3.302)
C (-2.446, 1.970, 4.917)
C (-1.308, 0.975, 4.963)
S (-0.356, 1.176, 3.424)
H (-4.439, 2.428, 0.878)
H (-7.109, 3.582, -1.052)
H (-7.191, 3.252, -3.508)
H (-5.351, 2.043, -4.651)
H (-3.479, 1.130, -3.307)
H (-3.196, 1.768, 5.681)
H (-2.089, 2.993, 5.017)
H (-1.679, -0.050, 5.006)
H (-0.626, 1.150, 5.793)
C (4.502, -0.942, -1.656)
C (4.930, -2.162, -0.882)
C (6.211, -2.672, -1.087)
C (6.660, -3.793, -0.408)
C (5.814, -4.430, 0.487)
C (4.542, -3.925, 0.700)
C (4.086, -2.788, 0.037)
Sb (2.071, -2.082, 0.521)
C (1.298, -4.115, 0.223)
C (0.866, -4.255, -1.098)
C (0.297, -5.423, -1.572)
C (0.137, -6.498, -0.707)
C (0.570, -6.381, 0.601)
C (1.163, -5.209, 1.084)
C (1.645, -5.226, 2.516)
C (2.502, -1.935, 2.645)
C (3.791, -1.543, 2.999)
C (4.117, -1.252, 4.316)
C (3.145, -1.345, 5.299)
C (1.859, -1.735, 4.955)
C (1.518, -2.028, 3.638)
C (0.124, -2.482, 3.317)
H (5.150, -0.783, -2.517)
H (4.548, -0.050, -1.028)
H (3.473, -1.054, -2.002)
H (6.866, -2.174, -1.793)
H (7.660, -4.169, -0.582)
H (6.143, -5.315, 1.017)
H (3.890, -4.426, 1.406)
H (0.972, -3.416, -1.778)
H (-0.015, -5.495, -2.606)
H (-0.312, -7.420, -1.055)
H (0.463, -7.224, 1.276)
H (0.814, -5.382, 3.208)
H (2.151, -4.303, 2.783)
H (2.339, -6.057, 2.662)
H (4.556, -1.465, 2.236)
H (5.125, -0.951, 4.571)
H (3.386, -1.117, 6.330)
H (1.099, -1.823, 5.724)
H (-0.427, -2.738, 4.222)
H (0.145, -3.351, 2.661)
H (-0.421, -1.708, 2.780)
N (1.269, -0.658, -3.560)
C (1.004, -1.429, -4.632)
C (-0.200, -2.045, -4.384)
C (-0.589, -1.570, -3.120)
N (0.312, -0.733, -2.631)
H (2.052, -0.044, -3.420)
H (1.672, -1.485, -5.475)
H (-0.734, -2.731, -5.018)
H (-1.479, -1.814, -2.565)
N (-3.121, -1.909, -0.535)
C (-2.094, -2.441, 0.158)
N (-2.305, -3.644, 0.762)
O (-0.991, -1.878, 0.243)
H (-4.046, -2.294, -0.489)
H (-2.976, -0.969, -0.903)
H (-3.101, -4.198, 0.501)
H (-1.476, -4.155, 1.020)

Here are the Löwdin charges for atoms 1 to 2, given in e: 1.392 -0.193


# 3
This record from the Open Molecules 2025 dataset describes C40H43CdN6O3S2Sb as an isolated structure. The level of theory is the ωB97M-V functional and the def2-TZVPD basis.

Values from the calculation:
ΔE to the lowest compared entry with this formula, charge and spin   47.18 kJ/mol
Energy   -90034.143 eV
Charge   0
HOMO level   -0.271 Eh
HOMO-LUMO gap   7.71 eV
2S+1   1
LUMO energy   0.33 eV

Element x y z (Å)
Cd (1.398, -1.111, 0.073)
C (3.101, -1.304, 1.663)
C (3.928, -0.525, 0.784)
C (3.971, 0.778, 1.284)
C (3.180, 0.832, 2.455)
C (2.657, -0.433, 2.694)
H (3.109, -2.386, 1.717)
H (4.523, -0.925, -0.027)
H (4.565, 1.589, 0.881)
H (3.005, 1.708, 3.063)
H (2.045, -0.724, 3.536)
O (-1.346, -3.883, 2.725)
C (-1.570, -4.827, 1.783)
C (-2.536, -5.792, 2.069)
C (-2.814, -6.791, 1.158)
C (-2.131, -6.848, -0.055)
C (-1.177, -5.891, -0.337)
C (-0.883, -4.864, 0.560)
C (0.119, -3.821, 0.206)
O (0.239, -2.816, 1.021)
N (0.754, -3.999, -0.914)
N (1.736, -3.049, -1.201)
C (2.159, -3.178, -2.398)
S (3.525, -2.251, -2.990)
C (3.820, -3.324, -4.420)
C (2.474, -3.808, -4.921)
S (1.492, -4.371, -3.500)
H (-0.594, -3.342, 2.383)
H (-3.045, -5.738, 3.021)
H (-3.561, -7.538, 1.396)
H (-2.343, -7.633, -0.767)
H (-0.634, -5.909, -1.273)
H (4.459, -4.158, -4.128)
H (4.333, -2.722, -5.170)
H (2.586, -4.657, -5.595)
H (1.944, -3.009, -5.441)
C (-1.425, 4.741, -0.470)
C (0.038, 4.726, -0.113)
C (0.732, 5.930, -0.232)
C (2.070, 6.052, 0.104)
C (2.752, 4.947, 0.582)
C (2.083, 3.738, 0.695)
C (0.737, 3.603, 0.357)
Sb (0.035, 1.584, 0.633)
C (-0.612, 1.482, 2.675)
C (-0.694, 0.159, 3.109)
C (-1.077, -0.164, 4.401)
C (-1.350, 0.859, 5.293)
C (-1.251, 2.178, 4.878)
C (-0.894, 2.515, 3.574)
C (-0.847, 3.969, 3.193)
C (-1.768, 1.659, -0.540)
C (-1.484, 1.795, -1.898)
C (-2.486, 1.846, -2.853)
C (-3.808, 1.740, -2.448)
C (-4.098, 1.588, -1.103)
C (-3.099, 1.546, -0.129)
C (-3.511, 1.401, 1.311)
H (-1.808, 5.759, -0.411)
H (-2.022, 4.112, 0.188)
H (-1.595, 4.377, -1.484)
H (0.194, 6.800, -0.589)
H (2.568, 7.006, 0.003)
H (3.793, 5.019, 0.867)
H (2.621, 2.877, 1.066)
H (-0.446, -0.650, 2.426)
H (-1.148, -1.200, 4.704)
H (-1.638, 0.634, 6.312)
H (-1.469, 2.975, 5.579)
H (-1.370, 4.572, 3.934)
H (-1.315, 4.143, 2.227)
H (0.179, 4.333, 3.122)
H (-0.452, 1.873, -2.223)
H (-2.236, 1.972, -3.899)
H (-4.610, 1.780, -3.174)
H (-5.132, 1.507, -0.787)
H (-4.596, 1.425, 1.396)
H (-3.104, 2.203, 1.928)
H (-3.155, 0.461, 1.736)
N (2.895, 1.149, -1.784)
C (3.278, 1.783, -2.902)
C (2.432, 1.364, -3.909)
C (1.562, 0.460, -3.282)
N (1.847, 0.343, -1.994)
H (3.295, 1.182, -0.848)
H (4.098, 2.478, -2.899)
H (2.438, 1.670, -4.939)
H (0.742, -0.102, -3.696)
N (-2.405, -1.762, 0.056)
C (-1.835, -1.505, -1.153)
N (-2.618, -1.668, -2.248)
O (-0.680, -1.094, -1.260)
H (-3.245, -2.318, 0.085)
H (-1.735, -1.962, 0.792)
H (-3.601, -1.853, -2.174)
H (-2.256, -1.319, -3.117)

Here are the Löwdin charges for atoms 1 to 2, given in e: 1.344 -0.288


The highest energy belongs to which entry?
number 2